(1)
Formula: C47H35Br2HoN9O2S
Source: the Open Molecules 2025 dataset
Level of theory: wB97M-V/def2-TZVPD

Relative energy (zero: lowest compared OMol25 entry of this formula, charge and spin) in kJ/mol: 8.9
HOMO-LUMO gap (spin up / spin down) in eV: 6.95 / 6.96
E_HOMO (spin up / spin down) in eV: -9.65 / -9.66
<S²>: 6.004
Multiplicity: 5
Charge: +1

Positions of all 97 atoms, in Å:
1 C 1.157 -1.666 2.853
2 N -3.056 -2.235 1.029
3 C -3.768 2.993 1.081
4 C -2.542 3.069 1.737
5 C 1.498 5.606 0.363
6 H 5.510 2.228 3.965
7 Br -5.042 -2.432 -0.966
8 C 0.346 -0.771 3.620
9 C 2.725 -0.855 -1.041
10 H 0.005 -1.769 -2.704
11 H -5.041 -4.915 0.537
12 C 1.344 4.263 0.076
13 H -3.939 -0.651 -4.837
14 H 3.768 3.183 5.122
15 O -2.394 -1.551 -2.741
16 H 4.715 -1.443 -1.426
17 Ho -0.564 -0.956 -0.011
18 C 3.173 -4.967 -0.336
19 C -4.128 1.867 0.438
20 C -1.555 1.933 -3.249
21 H 1.428 3.024 4.371
22 C 4.531 2.016 3.522
23 C 2.827 -3.452 1.566
24 H 1.116 7.597 -0.051
25 C 0.877 6.589 -0.423
26 H -2.767 -3.542 -2.966
27 H 0.756 0.235 3.845
28 H -0.663 -0.463 3.145
29 C 2.160 2.578 3.847
30 H -3.938 -2.431 -3.759
31 H 5.155 0.860 1.787
32 H -4.518 3.716 1.284
33 C -4.333 -4.286 0.990
34 H -2.409 3.297 -4.776
35 C 1.037 -3.780 -0.058
36 C 3.327 -2.722 2.623
37 C 2.354 0.555 0.807
38 N 0.751 -2.193 1.743
39 C -3.643 -4.759 2.044
40 N 0.154 2.705 -1.609
41 C -2.736 -3.920 2.691
42 H 4.631 -4.484 1.229
43 C 1.094 -1.597 -2.509
44 C -2.476 -2.639 2.141
45 C -2.431 -0.324 -3.374
46 C 4.308 1.327 2.381
47 C 3.644 -4.378 0.791
48 H -1.364 4.719 -3.478
49 C -2.355 2.270 -4.371
50 C 2.009 -2.094 -3.341
51 H -0.474 7.066 -2.076
52 C -3.282 0.054 -4.419
53 H 3.785 -5.661 -0.874
54 C 1.788 -4.673 -0.787
55 H 1.774 3.530 0.740
56 H -2.347 -2.701 -4.504
57 H -1.889 -1.943 2.613
58 C 1.929 1.807 2.661
59 N 3.075 -0.163 0.071
60 Br -4.209 1.952 -6.442
61 N -0.884 4.244 -2.753
62 H 4.063 -2.524 -3.703
63 N -1.999 0.921 0.832
64 S -0.647 -3.469 -0.625
65 C 0.663 1.611 1.859
66 H -3.457 -0.071 -0.171
67 C -3.165 1.339 -4.965
68 C -1.633 2.007 1.537
69 H 2.819 -1.353 4.225
70 C 3.479 2.615 4.271
71 H 1.732 -2.650 -4.189
72 H -3.948 -5.727 2.534
73 C 3.729 -1.521 -1.804
74 H 4.339 -2.772 2.932
75 C -3.965 -3.090 0.439
76 C -1.589 0.611 -2.746
77 H 2.093 5.858 1.190
78 C -0.046 6.325 -1.434
79 H 0.396 1.750 -1.390
80 C 2.445 -1.959 3.375
81 C 1.559 -3.106 1.115
82 H -2.035 -4.322 3.453
83 H -5.199 1.719 0.098
84 N 0.976 0.772 0.827
85 C 0.582 3.949 -1.014
86 O -0.880 0.279 -1.750
87 H 1.444 -5.177 -1.730
88 N 1.432 -1.037 -1.386
89 C 2.970 1.279 1.978
90 C -2.918 -2.639 -3.587
91 N -0.363 2.229 2.161
92 C -0.743 2.918 -2.595
93 C 3.362 -2.085 -3.030
94 C -3.178 0.855 0.282
95 H -2.251 3.887 2.365
96 H 0.047 -1.233 4.582
97 C -0.117 4.944 -1.766

Just the Löwdin charges please, in e? Sure, here they are: atom 1 (C): -0.372, atom 2 (N): -0.015, atom 3 (C): -0.069, atom 4 (C): 0.024, atom 5 (C): -0.054, atom 6 (H): 0.113, atom 7 (Br): 0.862, atom 8 (C): -0.036, atom 9 (C): -0.292, atom 10 (H): 0.089, atom 11 (H): 0.096, atom 12 (C): 0.001, atom 13 (H): 0.094, atom 14 (H): 0.096, atom 15 (O): -0.191, atom 16 (H): 0.102, atom 17 (Ho): 1.392, atom 18 (C): -0.050, atom 19 (C): -0.049, atom 20 (C): -0.055, atom 21 (H): 0.074, atom 22 (C): -0.078, atom 23 (C): -0.164, atom 24 (H): 0.118, atom 25 (C): -0.069, atom 26 (H): 0.086, atom 27 (H): 0.084, atom 28 (H): 0.092, atom 29 (C): 0.021, atom 30 (H): 0.042, atom 31 (H): 0.143, atom 32 (H): 0.106, atom 33 (C): -0.140, atom 34 (H): 0.103, atom 35 (C): -0.567, atom 36 (C): 0.015, atom 37 (C): -0.298, atom 38 (N): 0.043, atom 39 (C): -0.058, atom 40 (N): 0.223, atom 41 (C): -0.018, atom 42 (H): 0.112, atom 43 (C): -0.223, atom 44 (C): -0.179, atom 45 (C): -0.191, atom 46 (C): -0.016, atom 47 (C): -0.029, atom 48 (H): 0.153, atom 49 (C): -0.093, atom 50 (C): -0.063, atom 51 (H): 0.107, atom 52 (C): -0.012, atom 53 (H): 0.096, atom 54 (C): -0.088, atom 55 (H): 0.101, atom 56 (H): 0.105, atom 57 (H): 0.045, atom 58 (C): -0.140, atom 59 (N): 0.181, atom 60 (Br): 0.750, atom 61 (N): 0.196, atom 62 (H): 0.107, atom 63 (N): 0.019, atom 64 (S): 0.578, atom 65 (C): -0.437, atom 66 (H): 0.051, atom 67 (C): -0.666, atom 68 (C): -0.262, atom 69 (H): 0.136, atom 70 (C): -0.049, atom 71 (H): 0.102, atom 72 (H): 0.143, atom 73 (C): 0.033, atom 74 (H): 0.116, atom 75 (C): -0.693, atom 76 (C): -0.299, atom 77 (H): 0.098, atom 78 (C): 0.013, atom 79 (H): 0.119, atom 80 (C): 0.022, atom 81 (C): -0.241, atom 82 (H): 0.125, atom 83 (H): 0.141, atom 84 (N): 0.038, atom 85 (C): -0.109, atom 86 (O): -0.241, atom 87 (H): 0.121, atom 88 (N): 0.003, atom 89 (C): -0.125, atom 90 (C): -0.061, atom 91 (N): 0.182, atom 92 (C): -0.160, atom 93 (C): -0.018, atom 94 (C): -0.162, atom 95 (H): 0.111, atom 96 (H): 0.117, atom 97 (C): -0.112

=====

(2)
Formula: C47H35Cl3N5O9P2S4Yb
Source: the Open Molecules 2025 dataset
Level of theory: wB97M-V/def2-TZVPD

Relative energy (zero: lowest compared OMol25 entry of this formula, charge and spin) in kJ/mol: 392.6
HOMO-LUMO gap in eV: 5.62
E_HOMO in eV: -1.92
<S²>: 0.751
Multiplicity: 2
Charge: -2

Positions of all 106 atoms, in Å:
1 H 14.114 6.256 12.991
2 C 19.504 17.101 15.118
3 C 11.332 17.393 16.455
4 H 11.747 7.333 14.393
5 C 11.283 10.707 18.617
6 Cl 15.052 14.088 6.805
7 C 13.841 13.947 19.999
8 H 9.746 10.411 20.048
9 H 10.261 19.223 16.997
10 Cl 12.913 12.147 6.747
11 H 20.484 18.965 14.804
12 H 14.840 8.576 13.633
13 C 11.709 11.092 17.340
14 C 10.431 10.506 14.292
15 C 8.852 8.801 13.442
16 N 13.265 13.515 9.909
17 H 13.361 7.816 9.008
18 H 11.733 20.699 15.856
19 H 12.278 16.490 18.408
20 C 11.134 18.756 16.487
21 H 13.864 17.358 14.078
22 H 13.755 19.754 14.582
23 C 15.623 11.454 15.891
24 C 9.119 10.144 13.851
25 S 16.290 18.173 12.142
26 H 10.340 14.339 16.185
27 O 17.533 12.241 10.371
28 C 11.994 19.614 15.791
29 N 15.615 16.601 12.375
30 C 13.133 14.731 17.379
31 C 9.489 12.099 17.030
32 C 9.802 7.820 13.561
33 H 19.443 9.404 14.048
34 O 15.388 10.820 16.939
35 H 8.313 10.837 13.924
36 C 11.052 8.173 14.128
37 H 12.774 11.042 17.085
38 O 13.753 14.870 14.717
39 O 12.506 12.173 14.212
40 H 8.098 11.854 18.646
41 C 18.299 10.681 12.688
42 S 11.792 14.544 12.150
43 C 11.429 9.489 14.256
44 C 10.758 11.831 16.597
45 H 18.253 15.303 15.315
46 P 12.652 15.102 15.702
47 Yb 14.369 13.310 13.307
48 C 13.389 13.771 7.273
49 C 13.575 7.958 10.079
50 O 16.224 14.640 13.447
51 C 13.047 19.080 15.062
52 C 13.076 15.088 19.802
53 C 10.003 10.926 19.112
54 C 11.099 14.179 15.343
55 C 13.897 13.601 17.627
56 C 13.135 17.693 14.859
57 H 18.864 19.782 13.116
58 O 15.474 12.507 11.319
59 C 17.531 16.687 13.802
60 S 9.582 13.069 10.780
61 C 14.417 8.320 12.667
62 H 12.454 9.803 14.410
63 C 14.132 7.051 12.259
64 H 13.479 5.851 10.625
65 P 11.071 12.298 14.822
66 N 13.822 10.365 9.804
67 C 17.650 10.179 14.958
68 O 15.343 19.164 12.647
69 C 18.430 16.280 14.807
70 N 16.256 11.536 13.576
71 H 14.393 13.056 16.612
72 H 18.935 10.644 11.793
73 C 17.074 11.400 12.571
74 H 12.740 15.712 20.645
75 C 14.233 13.181 18.902
76 H 10.689 16.706 17.020
77 H 13.794 10.221 8.795
78 C 12.382 16.880 15.670
79 O 15.013 12.590 15.529
80 O 16.997 18.423 10.877
81 C 17.649 17.972 13.280
82 H 7.863 8.614 13.034
83 C 13.342 13.677 8.733
84 C 19.652 18.329 14.527
85 H 14.068 13.642 21.000
86 H 20.248 16.882 15.884
87 C 16.413 15.873 13.219
88 C 9.098 11.615 18.321
89 C 10.528 13.479 12.067
90 Cl 12.292 15.101 6.781
91 H 12.040 10.216 19.261
92 H 10.635 14.798 14.546
93 N 14.190 9.417 11.938
94 H 9.567 6.827 13.243
95 H 8.855 12.716 16.401
96 C 12.749 15.524 18.518
97 C 13.637 6.864 10.959
98 C 18.735 18.786 13.609
99 H 14.171 11.260 10.188
100 H 17.758 9.762 15.951
101 C 16.520 11.014 14.792
102 C 13.892 9.272 10.603
103 H 14.805 12.262 19.012
104 C 18.580 10.037 13.871
105 S 9.503 12.803 13.283
106 C 16.709 12.081 11.317

Löwdin atomic charge list, values in e, 99 entries: atom 1 (H): 0.086, atom 2 (C): -0.099, atom 3 (C): -0.117, atom 4 (H): 0.100, atom 5 (C): -0.101, atom 6 (Cl): 0.624, atom 7 (C): -0.107, atom 8 (H): 0.095, atom 9 (H): 0.104, atom 10 (Cl): 0.612, atom 11 (H): 0.099, atom 12 (H): 0.102, atom 13 (C): -0.039, atom 14 (C): -0.277, atom 15 (C): -0.115, atom 16 (N): 0.162, atom 17 (H): 0.094, atom 18 (H): 0.105, atom 19 (H): 0.071, atom 20 (C): -0.114, atom 21 (H): 0.103, atom 22 (H): 0.089, atom 23 (C): -0.481, atom 24 (C): -0.151, atom 25 (S): 0.698, atom 26 (H): 0.066, atom 27 (O): 0.001, atom 28 (C): -0.103, atom 29 (N): -0.026, atom 30 (C): -0.248, atom 31 (C): -0.103, atom 32 (C): -0.127, atom 33 (H): 0.095, atom 34 (O): 0.032, atom 35 (H): 0.034, atom 36 (C): -0.108, atom 37 (H): 0.101, atom 38 (O): -0.477, atom 39 (O): -0.526, atom 40 (H): 0.083, atom 41 (C): 0.012, atom 42 (S): 0.501, atom 43 (C): -0.104, atom 44 (C): -0.299, atom 45 (H): 0.134, atom 46 (P): 0.767, atom 47 (Yb): 1.708, atom 48 (C): -1.597, atom 49 (C): -0.029, atom 50 (O): -0.127, atom 51 (C): -0.072, atom 52 (C): -0.118, atom 53 (C): -0.122, atom 54 (C): -0.378, atom 55 (C): -0.091, atom 56 (C): -0.040, atom 57 (H): 0.130, atom 58 (O): -0.216, atom 59 (C): -0.128, atom 60 (S): 0.402, atom 61 (C): -0.187, atom 62 (H): 0.079, atom 63 (C): -0.130, atom 64 (H): 0.086, atom 65 (P): 0.534, atom 66 (N): 0.142, atom 67 (C): 0.023, atom 68 (O): -0.342, atom 69 (C): 0.005, atom 70 (N): 0.107, atom 71 (H): 0.052, atom 72 (H): 0.119, atom 73 (C): -0.203, atom 74 (H): 0.094, atom 75 (C): -0.087, atom 76 (H): 0.107, atom 77 (H): 0.072, atom 78 (C): -0.264, atom 79 (O): -0.200, atom 80 (O): -0.341, atom 81 (C): -0.215, atom 82 (H): 0.086, atom 83 (C): -0.386, atom 84 (C): -0.116, atom 85 (H): 0.080, atom 86 (H): 0.102, atom 87 (C): -0.472, atom 88 (C): -0.082, atom 89 (C): -1.723, atom 90 (Cl): 0.597, atom 91 (H): 0.106, atom 92 (H): -0.002, atom 93 (N): 0.122, atom 94 (H): 0.076, atom 95 (H): 0.097, atom 96 (C): -0.069, atom 97 (C): -0.098, atom 98 (C): -0.052, atom 99 (H): 0.059

=====

The lowest <S²> belongs to which entry? C47H35Cl3N5O9P2S4Yb

=====

Which of these has the lowest charge? C47H35Cl3N5O9P2S4Yb

=====

Which formula does entry 1 have? C47H35Br2HoN9O2S